A) ORCA calculation (ωB97M-V/def2-TZVPD) on a 15-piece molecular cluster, H30O15 overall.

Geometry as XYZ:
```
45
H30O15 ωB97M-V/def2-TZVPD
H -0.43 0.91 0.29
H -0.06 -0.03 -0.81
H 1.41 -2.92 -0.75
H 1.42 -1.64 0.12
H -4.36 0.65 -3.98
H -4.06 1.29 -2.63
H -0.07 4.31 1.65
H -0.06 4.22 0.11
H -2.33 1.09 -1.58
H -2.94 2.49 -1.80
H -2.30 1.78 2.70
H -0.92 2.26 3.03
H 3.24 1.29 1.03
H 4.56 1.13 1.80
H -2.02 -3.70 -2.63
H -1.77 -2.15 -2.95
H -1.99 -0.88 2.16
H -2.47 -0.81 3.47
H 4.06 -2.35 3.50
H 3.71 -1.43 2.24
H 0.94 0.33 3.67
H -0.41 -0.23 3.77
H -0.12 -1.97 -5.49
H -1.24 -1.14 -4.73
H -0.50 -4.99 -1.35
H 0.04 -3.63 -1.88
H 2.14 3.16 2.72
H 2.74 2.45 4.04
H 1.56 0.48 -1.88
H 1.55 0.03 -3.43
O 0.32 0.41 -0.05
O 1.92 -2.43 -0.02
O -3.72 0.59 -3.17
O 0.42 4.02 0.93
O -2.53 1.89 -1.16
O -1.77 2.59 2.89
O 4.21 1.24 0.91
O -1.87 -2.86 -2.23
O -2.83 -0.67 2.63
O 3.84 -2.38 2.57
O 0.30 -0.23 3.12
O -0.77 -1.27 -5.61
O 0.03 -4.51 -2.06
O 2.00 3.03 3.63
O 1.13 0.57 -2.78
```

Its lowest unoccupied orbital energy is -0.2553 eV. As for the orbital gap: 10.82 eV.

=====

B) ORCA calculation (ωB97M-V/def2-TZVPD) on a 15-piece molecular cluster, H30O15 overall.

Geometry as XYZ:
```
45
H30O15 ωB97M-V/def2-TZVPD
H 0.30 -0.08 0.25
H -0.13 1.24 -0.38
H 1.86 -2.03 4.25
H 2.07 -0.88 3.28
H 0.43 -3.56 -2.38
H -0.33 -4.67 -3.10
H 2.34 4.27 1.51
H 1.91 4.36 0.06
H -1.90 0.05 -2.64
H -1.20 -1.27 -2.92
H -1.57 -4.60 -0.35
H -2.46 -3.79 0.58
H -0.24 2.68 -4.53
H -0.97 1.35 -4.61
H 2.68 -0.05 1.59
H 1.26 -0.59 1.72
H 0.34 -2.19 1.97
H 1.13 -3.11 2.90
H -0.72 3.08 3.99
H 0.74 2.95 4.38
H -2.75 0.74 1.30
H -1.39 1.41 1.21
H -3.67 1.08 -2.45
H -2.78 1.65 -1.35
H 0.83 3.29 -0.82
H 0.18 3.52 0.53
H 0.67 -4.51 -0.47
H 0.66 -3.24 0.37
H 2.23 0.46 -1.34
H 1.83 1.67 -2.16
O -0.06 0.79 0.47
O 2.36 -1.78 3.47
O -0.37 -3.73 -2.89
O 1.71 3.90 0.88
O -1.09 -0.31 -3.01
O -1.97 -3.72 -0.24
O -1.11 2.30 -4.68
O 1.77 0.23 1.75
O 0.25 -2.74 2.76
O -0.10 2.49 4.43
O -1.80 0.56 1.37
O -3.15 1.86 -2.22
O -0.02 3.43 -0.41
O 0.76 -3.55 -0.53
O 1.48 1.02 -1.55
```

Its lowest unoccupied orbital energy is -0.1654 eV. As for the orbital gap: 8.32 eV.

=====

Result of the stability comparison: B) is the least stable of them.

=====

A) ORCA calculation (ωB97M-V/def2-TZVPD) on a 2-piece molecular cluster, C4H15N2O overall.

Geometry as XYZ:
```
22
C4H15N2O ωB97M-V/def2-TZVPD
C -1.83 -1.26 0.67
C -1.23 -1.15 -0.77
C 0.28 -0.85 -0.84
C 1.66 -0.44 1.31
N 0.75 0.05 0.24
N -1.74 0.03 1.39
H -1.44 -2.12 1.23
H -2.91 -1.34 0.53
H -1.42 -2.09 -1.29
H -1.83 -0.30 -1.06
H 0.41 -0.41 -1.83
H 0.87 -1.77 -0.84
H 1.23 -1.25 1.91
H 1.80 0.38 2.01
H 2.59 -0.82 0.88
H 1.14 0.93 -0.14
H -0.09 0.41 0.77
H -2.06 0.79 0.80
H -2.11 0.14 2.32
H 2.22 2.44 -2.46
H 2.13 3.69 -1.61
O 1.64 2.88 -1.82
```

Its lowest unoccupied orbital energy is -2.7192 eV. The charge is +1. As for the orbital gap: 10.75 eV.

=====

B) ORCA calculation (ωB97M-V/def2-TZVPD) on a 3-piece molecular cluster, C4H15N2O overall.

Geometry as XYZ:
```
22
C4H15N2O ωB97M-V/def2-TZVPD
C -1.75 -1.08 -0.18
C -2.17 0.40 0.07
C -2.80 0.64 1.49
C 3.81 0.55 0.29
N 2.96 -0.52 -0.14
N -1.29 -1.20 -1.51
H -0.94 -1.32 0.56
H -2.57 -1.81 -0.03
H -2.78 0.84 -0.73
H -1.18 0.88 0.05
H -2.13 0.31 2.34
H -2.82 1.74 1.55
H 4.74 0.05 0.58
H 4.07 1.34 -0.45
H 3.44 1.06 1.17
H -3.79 0.29 1.65
H 2.03 -0.31 -0.46
H -0.93 -2.09 -1.70
H -0.52 -0.48 -1.63
H 0.52 1.32 -1.41
H 3.50 -1.19 -0.67
O 0.60 0.57 -0.83
```

Its lowest unoccupied orbital energy is -9.4325 eV. The charge is +1. As for the orbital gap: 3.98 eV.

=====

C) ORCA calculation (ωB97M-V/def2-TZVPD) on a 2-piece molecular cluster, C4H15N2O overall.

Geometry as XYZ:
```
22
C4H15N2O ωB97M-V/def2-TZVPD
C 1.51 1.70 -0.05
C 1.07 0.84 -1.35
C -0.30 0.26 -1.30
C -1.39 -1.90 -0.73
N -0.46 -0.87 -0.26
N 1.45 0.81 1.11
H 0.94 2.61 0.05
H 2.57 1.92 -0.23
H 1.45 1.39 -2.21
H 1.71 -0.09 -1.25
H -0.75 -0.12 -2.21
H -1.10 0.99 -1.09
H -1.17 -2.03 -1.81
H -2.44 -1.83 -0.48
H -1.23 -2.86 -0.22
H 0.50 -1.16 -0.06
H -0.71 -0.37 0.62
H 2.27 0.26 1.28
H 0.95 1.15 1.91
H -2.38 -0.19 2.61
H -1.02 -0.11 3.24
O -1.46 -0.41 2.44
```

Its lowest unoccupied orbital energy is -2.7820 eV. The charge is +1. As for the orbital gap: 10.19 eV.

=====

Result of the stability comparison: B) is the least stable of them.

=====

A) ORCA calculation (ωB97M-V/def2-TZVPD) on C24H34N2O2 as an isolated structure.

Geometry as XYZ:
```
62
C24H34N2O2 ωB97M-V/def2-TZVPD
C -6.64 -0.52 1.25
C -5.68 0.70 0.90
O -4.95 0.72 -0.33
C -3.94 -0.19 -0.41
C -3.38 -1.01 0.53
C -2.31 -1.67 0.52
C -1.76 -1.80 -0.62
C -2.28 -0.96 -1.96
C -3.46 -0.22 -1.74
H -3.83 0.24 -2.47
H -1.89 -0.84 -2.81
C -0.50 -2.37 -1.09
N 0.86 -1.92 -0.88
C 1.03 -1.21 0.64
H 0.28 -0.52 0.73
C 2.35 -0.78 0.97
N 2.71 0.15 -0.07
C 2.44 -0.16 -1.41
C 1.15 -0.51 -1.73
H 0.32 0.25 -1.35
H 0.86 -0.97 -2.78
H 3.07 -0.80 -1.64
H 2.61 0.87 -2.09
C 3.85 1.09 0.25
H 4.75 0.77 -0.73
C 3.87 2.54 -0.33
H 3.49 2.40 -1.37
H 4.81 3.13 -0.26
C 2.72 3.25 0.67
C 1.40 2.83 0.42
C 0.76 3.20 -0.93
C -0.61 2.72 -1.20
C -1.28 2.22 -0.02
C -0.72 1.83 1.16
C 0.59 2.23 1.37
H 1.13 2.32 2.37
H -1.24 1.52 1.82
H -2.35 1.94 0.07
H -1.06 2.97 -2.01
H 1.19 3.68 -1.59
H 3.15 3.07 1.77
H 2.75 4.42 0.56
H 4.07 0.95 1.17
C 3.46 -2.00 0.95
H 4.35 -1.38 0.50
H 3.79 -2.20 1.96
C 3.32 -3.27 0.21
O 2.55 -4.14 1.00
H 2.15 -4.64 0.33
H 2.62 -2.89 -0.74
H 4.22 -3.62 -0.06
H 2.43 -0.21 1.77
H 1.05 -2.09 1.17
H -0.32 -3.40 -0.21
H -0.25 -2.91 -1.90
H -1.77 -2.02 1.51
H -3.84 -0.86 1.60
H -5.23 0.90 1.80
H -6.44 1.69 0.80
H -7.12 -0.40 2.37
H -6.01 -1.49 1.17
H -7.33 -0.68 0.42
```

Its lowest unoccupied orbital energy is 0.7386 eV. As for the orbital gap: 8.02 eV.

=====

B) ORCA calculation (ωB97M-V/def2-TZVPD) on one molecule with the formula C24H34N2O2.

Geometry as XYZ:
```
62
C24H34N2O2 ωB97M-V/def2-TZVPD
C -6.38 -0.97 0.05
C -5.10 -0.35 0.60
O -4.47 0.34 -0.46
C -3.32 1.02 -0.21
C -2.79 1.75 -1.28
C -1.63 2.47 -1.13
C -0.93 2.48 0.08
C 0.37 3.23 0.21
N 1.56 2.48 -0.19
C 1.57 2.25 -1.63
C 2.89 1.61 -2.07
N 3.11 0.34 -1.42
C 2.23 -0.72 -1.88
C 2.82 -2.11 -1.61
C 1.75 -3.20 -1.67
C 0.67 -2.94 -0.65
C 0.94 -3.09 0.70
C -0.01 -2.78 1.65
C -1.26 -2.31 1.26
C -1.54 -2.17 -0.09
C -0.58 -2.48 -1.03
C 3.07 0.55 0.01
C 1.80 1.24 0.56
C 2.02 1.54 2.05
C 2.24 0.28 2.90
O 3.60 -0.01 3.15
C -1.47 1.75 1.13
C -2.64 1.04 1.00
H -6.13 -1.65 -0.76
H -6.89 -1.52 0.84
H -7.03 -0.20 -0.34
H -5.34 0.35 1.41
H -4.44 -1.13 1.00
H -3.33 1.74 -2.22
H -1.26 3.05 -1.97
H 0.35 4.12 -0.42
H 0.51 3.56 1.24
H 1.45 3.22 -2.12
H 0.74 1.60 -1.94
H 2.89 1.48 -3.15
H 3.71 2.27 -1.79
H 2.09 -0.60 -2.96
H 1.24 -0.67 -1.41
H 3.61 -2.32 -2.34
H 3.29 -2.13 -0.63
H 2.21 -4.17 -1.48
H 1.31 -3.22 -2.67
H 1.91 -3.45 1.02
H 0.21 -2.90 2.70
H -2.00 -2.07 2.01
H -2.51 -1.81 -0.41
H -0.81 -2.36 -2.08
H 3.18 -0.42 0.50
H 3.94 1.18 0.26
H 0.95 0.55 0.46
H 2.87 2.21 2.17
H 1.14 2.05 2.45
H 1.81 0.42 3.90
H 1.73 -0.58 2.44
H 4.07 -0.08 2.31
H -0.97 1.75 2.09
H -3.02 0.50 1.86
```

Its lowest unoccupied orbital energy is 0.7621 eV. Its structure (SMILES) is CCOc1ccc(CN2CCN(CCCc3ccccc3)C[C@H]2CCO)cc1. As for the orbital gap: 8.80 eV.

=====

C) ORCA calculation (ωB97M-V/def2-TZVPD) on one molecule with the formula C24H34N2O2.

Geometry as XYZ:
```
62
C24H34N2O2 ωB97M-V/def2-TZVPD
C 2.94 1.46 -3.02
N 2.33 0.25 -3.51
C 3.21 -0.90 -3.61
C 3.42 -1.51 -2.25
C 4.49 -1.14 -1.45
C 4.63 -1.65 -0.17
C 3.70 -2.55 0.32
C 2.63 -2.94 -0.47
C 2.49 -2.42 -1.75
C 1.00 0.04 -3.66
O 0.57 -1.03 -4.05
C 0.04 1.18 -3.34
C -0.06 1.45 -1.83
C -0.08 0.17 -0.98
C -1.28 -0.72 -1.29
C -1.28 -1.94 -0.37
N -1.27 -1.54 1.02
C -2.36 -1.77 1.79
O -3.31 -2.41 1.38
C -2.35 -1.20 3.20
C -2.53 0.30 3.18
C -1.72 1.13 3.83
C -1.87 2.62 3.82
C -2.82 3.09 2.72
C -4.07 2.22 2.72
C -3.70 0.79 2.37
C -0.11 -0.75 1.35
C -0.08 0.53 0.51
H 2.32 2.33 -3.24
H 3.90 1.59 -3.51
H 3.11 1.41 -1.94
H 4.16 -0.58 -4.05
H 2.73 -1.62 -4.27
H 5.23 -0.44 -1.83
H 5.47 -1.35 0.45
H 3.80 -2.95 1.32
H 1.91 -3.65 -0.10
H 1.66 -2.71 -2.37
H -0.93 0.86 -3.72
H 0.33 2.09 -3.87
H 0.77 2.07 -1.50
H -0.98 2.01 -1.65
H 0.84 -0.40 -1.19
H -1.23 -1.06 -2.32
H -2.20 -0.16 -1.15
H -2.18 -2.54 -0.54
H -0.40 -2.56 -0.57
H -1.44 -1.48 3.74
H -3.21 -1.65 3.71
H -0.91 0.74 4.42
H -0.89 3.08 3.70
H -2.25 2.94 4.80
H -3.08 4.14 2.88
H -2.32 3.01 1.75
H -4.80 2.61 2.00
H -4.53 2.25 3.71
H -4.55 0.12 2.52
H -3.44 0.72 1.30
H -0.11 -0.50 2.41
H 0.79 -1.35 1.13
H 0.81 1.10 0.76
H -0.96 1.13 0.75
```

Its lowest unoccupied orbital energy is 0.6042 eV. Its structure (SMILES) is CN(Cc1ccccc1)C(=O)CCC1CCN(C(=O)CC2=CCCCC2)CC1. As for the orbital gap: 9.44 eV.

=====

Result of the stability comparison: A) is the least stable of them.

=====

A) ORCA calculation (ωB97M-V/def2-TZVPD) on one molecule with the formula C4H10N4O.

Geometry as XYZ:
```
19
C4H10N4O ωB97M-V/def2-TZVPD
C 0.98 -1.31 -1.19
N 0.28 -0.06 -1.45
C -0.89 0.44 -0.69
N -1.89 -0.49 -0.28
C 0.02 1.02 0.24
N 0.57 2.24 0.04
C 0.45 0.40 1.56
N -0.53 -0.29 2.19
O 1.54 0.64 2.05
H 0.72 -1.81 -0.25
H 2.05 -1.11 -1.14
H 0.78 -2.02 -2.00
H 0.21 0.14 -2.43
H -1.67 -1.47 -0.47
H -2.79 -0.27 -0.66
H 1.41 2.47 0.56
H 0.48 2.61 -0.90
H -0.33 -0.65 3.11
H -1.39 -0.50 1.71
```

Its lowest unoccupied orbital energy (alpha / beta) is 0.5593 / 0.5594 eV. Its structure (SMILES) is CN/C(N)=C(\N)C(N)=O. As for the orbital gap (alpha / beta): 7.53 / 7.53 eV.

=====

B) ORCA calculation (ωB97M-V/def2-TZVPD) on one molecule with the formula C4H10N4O.

Geometry as XYZ:
```
19
C4H10N4O ωB97M-V/def2-TZVPD
H 0.50 1.42 -3.11
N -0.43 0.99 -3.06
C -0.64 0.52 -1.89
N 0.25 0.56 -0.87
C -0.11 0.22 0.51
C 1.14 0.45 1.38
N -1.23 0.95 1.09
C -0.43 -1.33 0.61
N 0.23 -2.15 -0.27
O -1.14 -1.82 1.49
H -1.59 0.00 -1.66
H 0.99 1.24 -0.96
H 1.43 1.51 1.39
H 1.99 -0.13 1.01
H 0.96 0.14 2.42
H -0.93 1.87 1.41
H -1.54 0.44 1.92
H 0.58 -1.74 -1.13
H -0.04 -3.12 -0.29
```

Its lowest unoccupied orbital energy is 0.7507 eV. Its structure (SMILES) is [H]/N=C\N[C@@](C)(N)C(N)=O. As for the orbital gap: 10.16 eV.

=====

C) ORCA calculation (ωB97M-V/def2-TZVPD) on C4H10N4O as an isolated structure.

Geometry as XYZ:
```
19
C4H10N4O ωB97M-V/def2-TZVPD
C 1.13 0.54 -1.38
C 1.15 0.75 0.11
C 1.71 -0.37 0.96
N 0.92 -0.93 1.79
O 1.49 1.83 0.63
H 1.29 -1.58 2.47
H 2.78 -0.53 0.92
H 2.15 0.39 -1.73
H 0.72 1.42 -1.87
H 0.52 -0.33 -1.65
C -1.70 -0.01 -0.27
N -1.50 -1.36 -0.55
N -0.80 0.49 0.66
N -2.59 0.63 -0.92
H -2.24 -1.76 -1.10
H -1.18 -1.93 0.22
H -0.98 1.44 0.95
H -0.26 -0.30 1.49
H -2.59 1.62 -0.71
```

Its lowest unoccupied orbital energy is 0.5798 eV. As for the orbital gap: 9.36 eV.

=====

D) ORCA calculation (ωB97M-V/def2-TZVPD) on a 2-piece molecular cluster, C4H10N4O overall.

Geometry as XYZ:
```
19
C4H10N4O ωB97M-V/def2-TZVPD
H 0.70 0.38 3.19
N -0.15 -0.13 2.94
C -0.56 0.09 1.79
C -1.79 -0.56 1.24
O 0.00 0.93 0.85
N 1.21 1.56 1.32
H -2.43 0.18 0.78
H -1.51 -1.30 0.49
H -2.31 -1.06 2.05
H 1.98 1.07 0.84
H 1.16 2.50 0.95
C -0.41 -0.27 -2.32
N 0.82 -1.00 -2.09
C 1.78 -0.46 -1.39
N 2.60 0.00 -0.72
H -0.61 0.35 -1.45
H -0.35 0.37 -3.21
H -1.23 -0.98 -2.45
H 1.10 -1.66 -2.80
```

Its lowest unoccupied orbital energy is 0.5387 eV. Its structure (SMILES) is [H]/N=C(/C)ON.CNC#N. As for the orbital gap: 10.29 eV.

=====

Result of the stability comparison: A) is the least stable of them.